[1]
A structure of composition C18H18IN4O4SSn. Source: OMol25; level of theory: ωB97M-V with the def2-TZVPD basis set.

XYZ file:
```
47
Properties=species:S:1:pos:R:3:mulliken_charge:R:1
Sn -1.0963 -1.6495 -0.5641 0.6436
C 1.3162 1.3663 -1.0880 -0.8412
N 0.3910 0.8487 -0.0882 0.9857
C -0.5345 1.8757 0.3662 -0.9493
C -1.5392 2.3251 -0.6701 0.7696
C -2.3581 3.4172 -0.3874 -0.9864
C -3.3279 3.7796 -1.2999 -0.3757
C -3.4507 3.0490 -2.4738 -0.5175
C -2.5866 1.9881 -2.6705 -0.4667
N -1.6453 1.6334 -1.7975 -0.0716
C 1.1433 0.2807 1.0278 -1.2409
C 0.2825 -0.4097 2.0475 0.6583
C 0.5348 -0.2264 3.3754 -0.8861
C -0.3621 -0.8218 4.3186 -0.3235
C -1.2926 -1.6954 3.9014 -0.9953
C -1.2705 -2.1349 2.4864 0.1606
N -0.7357 -1.1740 1.5844 0.1733
C 2.1503 0.2774 -1.7168 0.4044
C 3.5389 0.3554 -1.7275 -0.7170
C 4.2645 -0.6781 -2.2980 -0.3714
C 3.5819 -1.7617 -2.8230 -0.5750
C 2.1954 -1.7513 -2.7618 -0.1502
N 1.4926 -0.7540 -2.2406 -0.2059
H 1.9957 2.1076 -0.6300 0.2751
H 0.7456 1.8700 -1.8667 0.4591
H 0.0041 2.7661 0.7414 0.2887
H -1.0919 1.4711 1.2155 0.3649
H -2.2451 3.9493 0.5490 0.4136
H -3.9874 4.6141 -1.0966 0.3917
H -4.2028 3.2895 -3.2127 0.3825
H -2.6498 1.3795 -3.5661 0.3790
H 1.7377 1.0615 1.5312 0.2358
H 1.8383 -0.4614 0.6233 0.3591
H 1.3299 0.4342 3.6926 0.3968
H -0.3147 -0.5207 5.3595 0.3586
H -2.0220 -2.1393 4.5649 0.4138
H -2.2446 -2.4643 2.1316 0.3134
H 4.0396 1.2021 -1.2754 0.3653
H 5.3469 -0.6454 -2.3136 0.3946
H 4.1063 -2.6018 -3.2574 0.3723
H 1.6181 -2.5862 -3.1446 0.3798
O -0.4238 -3.4049 2.4808 -0.3423
S -0.1326 -4.0298 1.0566 1.1011
O -1.4022 -3.7742 0.2999 -0.6939
O 0.9359 -3.2469 0.4402 -0.5440
O 0.1559 -5.4145 1.2765 -0.6823
I -3.8291 -0.9955 -0.1003 -0.5045
```

Charge: -1
LUMO energy (eV): 2.64
F_max (Eh/bohr): 0.01134
Orbital gap (eV): 7.005
Spin multiplicity: 1

[2]
The molecule C18H18N2O2. Source: OMol25; level of theory: ωB97M-V with the def2-TZVPD basis set.

XYZ file:
```
40
Properties=species:S:1:pos:R:3:mulliken_charge:R:1
C 2.3586 1.1187 -1.6793 -0.8526
N 3.1434 -0.0109 -1.2693 0.2198
C 4.2726 -0.4740 -1.8816 -0.2020
C 4.6692 -1.5708 -1.1738 -0.6472
N 3.8120 -1.7884 -0.1449 -0.7263
C 2.9111 -0.8400 -0.2212 0.1297
C 1.7301 -0.7433 0.6940 0.1600
O 1.6496 0.5617 1.2363 -0.6269
C 0.4882 -1.1558 -0.0771 -0.1397
C 0.3785 -2.4631 -0.5282 -0.7279
C -0.7394 -2.8452 -1.2489 -0.7618
C -1.7470 -1.9391 -1.5146 -0.6780
C -1.6416 -0.6245 -1.0637 0.1228
O -2.6848 0.1983 -1.3720 -0.4302
C -2.6510 1.5341 -0.9186 -0.6862
C -2.6665 1.6758 0.5850 0.3842
C -3.3126 0.7305 1.3702 -0.1407
C -3.3224 0.8558 2.7479 -0.6796
C -2.6938 1.9310 3.3526 -0.4243
C -2.0547 2.8815 2.5740 -0.6351
C -2.0379 2.7530 1.1966 -0.2947
C -0.5133 -0.2364 -0.3509 0.3348
H 1.4870 0.7902 -2.2530 0.2590
H 2.0212 1.6606 -0.7972 0.2813
H 2.9672 1.7753 -2.2998 0.3628
H 4.6892 0.0094 -2.7416 0.3837
H 5.5114 -2.2131 -1.3337 0.4353
H 1.9103 -1.4780 1.4931 0.3786
H 0.9614 0.5660 1.9100 0.4039
H 1.1702 -3.1649 -0.3160 0.5380
H -0.8295 -3.8609 -1.6034 0.3825
H -2.6263 -2.2241 -2.0701 0.4812
H -1.7850 2.0637 -1.3411 0.3738
H -3.5596 1.9821 -1.3377 0.3267
H -3.8011 -0.1076 0.8953 0.4225
H -3.8233 0.1124 3.3501 0.3890
H -2.7015 2.0290 4.4279 0.4091
H -1.5634 3.7226 3.0403 0.3815
H -1.5327 3.4928 0.5912 0.3758
H -0.4016 0.7763 0.0024 0.7174
```

Structure (SMILES): Cn1ccnc1[C@@H](O)c1cccc(OCc2ccccc2)c1
LUMO energy (eV): 0.63
F_max (Eh/bohr): 0.01253
Orbital gap (eV): 8.945
Spin multiplicity: 1

[3]
The molecule C18H18N2OS in a non-equilibrium geometry. Source: OMol25; level of theory: ωB97M-V with the def2-TZVPD basis set.

XYZ file:
```
40
Properties=species:S:1:pos:R:3:mulliken_charge:R:1
O -1.0635 -2.9133 -0.5020 -0.5762
C -0.4374 -1.9033 -0.2801 0.5719
C 1.0159 -1.9266 0.0466 0.1254
C 1.4937 -1.2796 1.1828 -0.0954
C 2.8293 -1.3927 1.5305 -0.6746
C 3.6919 -2.1417 0.7469 -0.4285
C 3.2145 -2.7972 -0.3771 -0.6025
C 1.8783 -2.7050 -0.7182 -0.5023
N -1.0338 -0.6559 -0.2045 0.4787
C -0.3213 0.5292 -0.2942 0.2230
N -0.5814 1.5044 0.4416 -0.2247
C -0.1056 2.8409 0.2505 -0.7667
C 1.3899 3.0533 0.5148 -0.5773
C 2.2680 2.7305 -0.6913 -0.7304
C 2.3442 1.2453 -0.9973 -0.1767
S 0.8293 0.5090 -1.7012 -0.1900
C -2.4587 -0.5768 -0.1066 -0.2494
C -3.2423 -1.1665 -1.0877 -0.1379
C -4.6211 -1.1042 -0.9867 -0.8425
C -5.2146 -0.4466 0.0769 -0.3450
C -4.4259 0.1482 1.0472 -0.8149
C -3.0465 0.0801 0.9642 -0.0183
H 0.8187 -0.7037 1.8003 0.4771
H 3.1966 -0.8954 2.4168 0.3983
H 4.7345 -2.2200 1.0174 0.4070
H 3.8851 -3.3879 -0.9831 0.4131
H 1.4891 -3.2201 -1.5830 0.4369
H -0.6833 3.4504 0.9513 0.3804
H -0.3358 3.1718 -0.7707 0.3645
H 1.5372 4.1020 0.7791 0.3596
H 1.6934 2.4452 1.3700 0.2848
H 1.8976 3.2656 -1.5687 0.3187
H 3.2856 3.0783 -0.4925 0.3680
H 3.0938 1.0500 -1.7645 0.4499
H 2.5916 0.6685 -0.1056 -0.0661
H -2.7754 -1.6747 -1.9159 0.4156
H -5.2321 -1.5675 -1.7469 0.3606
H -6.2909 -0.3972 0.1498 0.3916
H -4.8855 0.6623 1.8783 0.3723
H -2.4230 0.5409 1.7126 0.4221
```

Structure (SMILES): O=C(c1ccccc1)N(C1=NCCCCS1)c1ccccc1
LUMO energy (eV): 0.57
F_max (Eh/bohr): 0.03485
Orbital gap (eV): 9.245
Spin multiplicity: 1